# C60H38Cl4FeN5O2S

A structure of composition C60H38Cl4FeN5O2S in a non-equilibrium geometry (ωB97M-V with the def2-TZVPD basis set, OMol25).

Properties
Expectation value of S²: 9.15
LUMO (alpha / beta) in Eh: 0.090 / 0.116
Multiplicity: 6
HOMO energy (alpha / beta) in eV: -1.06 / -1.89
Total charge: -2

Structure (XYZ):
```
111
C60H38Cl4FeN5O2S (ωB97M-V with the def2-TZVPD basis set)
Fe 1.674 -0.526 0.171
Cl 4.743 6.337 5.973
C 3.908 5.154 5.006
C 3.646 3.875 5.483
C 3.046 2.922 4.665
C 2.731 3.201 3.360
C 2.901 4.538 2.866
C 3.436 5.498 3.757
C 2.261 2.150 2.452
C 3.428 1.458 1.889
C 4.780 1.847 2.012
C 5.494 1.307 0.953
C 4.652 0.479 0.282
C 4.776 -0.322 -0.942
C 3.692 -0.226 -1.929
C 3.878 -1.003 -3.349
C 4.041 -0.186 -4.618
C 3.543 1.033 -4.564
Cl 3.485 2.042 -6.054
C 3.086 1.734 -3.316
C 3.131 1.130 -2.101
C 4.747 -1.827 -0.541
N 3.422 -2.222 -0.767
C 3.176 -3.435 -0.317
C 1.864 -4.098 -0.389
C 1.886 -5.546 -0.209
C 2.834 -6.399 -0.703
C 2.802 -7.781 -0.555
C 1.942 -8.348 0.361
Cl 1.825 -10.175 0.728
C 1.008 -7.530 0.983
C 0.986 -6.157 0.715
C 0.660 -3.384 -0.321
C -0.543 -4.115 -0.957
C -1.603 -3.385 -0.779
C -1.158 -2.019 -0.224
N 0.403 -2.168 -0.094
C -1.382 -0.120 0.483
C -0.845 0.946 1.297
C -1.355 1.964 2.102
C -0.264 2.642 2.668
C 0.896 1.942 2.182
N 0.507 0.876 1.353
C -3.021 -1.473 1.669
C -3.165 -1.410 3.097
C -4.275 -1.801 3.661
C -5.380 -2.526 3.048
Cl -6.385 -3.540 4.163
C -5.336 -2.779 1.759
C -4.316 -2.133 0.902
C 4.392 -3.874 0.127
C 5.442 -2.906 -0.078
N 3.334 0.674 0.758
H 3.883 3.605 6.502
H 2.796 2.001 5.075
H 2.514 4.833 1.918
H 3.499 6.526 3.370
H 5.141 2.394 2.844
H 6.548 1.362 0.884
H 4.570 -1.811 -3.181
H 4.493 -0.636 -5.495
H 2.692 2.778 -3.496
H 2.879 1.660 -1.236
H 3.620 -5.934 -1.333
H 3.424 -8.418 -1.087
H 0.410 -7.901 1.806
H 0.295 -5.599 1.361
H -0.408 -5.054 -1.493
H -2.610 -3.600 -1.032
H -2.428 2.010 2.420
H -0.235 3.499 3.403
H -2.319 -0.967 3.665
H -4.357 -1.458 4.689
H -5.980 -3.619 1.437
H -3.921 -2.490 -0.038
H 4.550 -4.849 0.530
H 6.435 -3.095 0.230
S 2.215 -1.801 -3.170
C 2.608 -1.249 -1.415
C -5.701 6.145 -2.704
C -4.647 5.138 -2.142
C -3.787 5.584 -1.067
C -3.052 4.704 -0.307
C -3.120 3.351 -0.668
C -3.949 2.851 -1.744
N -4.126 1.539 -2.129
C -3.610 0.492 -1.275
C -4.311 0.315 -0.159
C -4.122 -0.640 0.940
C -1.567 -1.437 1.174
C -1.540 -0.627 -0.764
C -2.393 -0.200 -1.826
C -2.107 -0.097 -3.188
O -2.861 0.293 -4.106
O -0.863 -0.467 -3.538
C -4.619 3.821 -2.510
C -5.277 3.315 -3.849
H -5.477 7.133 -2.283
H -6.698 5.754 -2.462
H -5.751 6.194 -3.810
H -3.816 6.642 -0.790
H -2.296 5.039 0.424
H -2.591 2.592 -0.134
H -3.976 1.249 -3.139
H -5.128 1.026 -0.032
H -4.709 -0.258 1.737
H -0.862 -1.661 1.967
H -0.599 0.117 -4.273
H -6.161 2.680 -3.695
H -4.511 2.776 -4.421
H -5.517 4.119 -4.510
```


# C60H42Br4FGeO2P3Pb

A structure of composition C60H42Br4FGeO2P3Pb in a non-equilibrium geometry (ωB97M-V with the def2-TZVPD basis set, OMol25).

Properties
ΔE to the lowest compared entry with this formula, charge and spin in kcal per mole: 73.8
LUMO in Eh: -0.298
HOMO energy in eV: -11.94
Total charge: +2

Structure (XYZ):
```
114
C60H42Br4FGeO2P3Pb (ωB97M-V with the def2-TZVPD basis set)
Pb 0.192 0.057 -0.396
F 0.417 1.420 -4.964
Ge -0.256 1.055 -3.342
C 0.684 -0.782 -3.328
C 0.038 -1.664 -4.183
C 0.625 -2.864 -4.543
C 1.889 -3.184 -4.073
C 2.542 -2.314 -3.224
C 1.937 -1.121 -2.829
P 2.771 -0.088 -1.572
C 2.960 -1.272 -0.176
C 3.730 -0.859 0.914
C 3.815 -1.644 2.050
C 3.135 -2.851 2.116
C 2.360 -3.265 1.044
C 2.256 -2.475 -0.090
C 4.434 0.066 -2.315
C 4.594 1.010 -3.328
C 5.785 1.066 -4.028
C 6.815 0.190 -3.718
C 6.656 -0.741 -2.702
C 5.472 -0.803 -1.990
C -2.147 0.523 -3.785
C -2.547 0.447 -5.114
C -3.797 -0.042 -5.456
C -4.690 -0.407 -4.462
C -4.333 -0.301 -3.132
C -3.051 0.131 -2.792
P -2.508 0.236 -1.063
C -3.627 -0.718 0.047
C -4.658 0.045 2.288
C -4.371 -1.280 2.957
C -4.503 -2.467 2.342
C -4.723 -2.717 0.949
C -4.336 -1.935 -0.098
C -3.931 0.869 -0.127
C -3.622 0.228 1.194
C -6.120 0.068 1.937
C -6.810 0.670 0.954
C -6.348 1.429 -0.166
C -5.089 1.500 -0.657
C -0.397 3.014 -2.716
C -0.660 3.831 -3.810
C -0.965 5.172 -3.654
C -0.989 5.726 -2.386
C -0.700 4.934 -1.293
C -0.425 3.571 -1.440
P 0.006 2.689 0.101
C 1.494 3.630 0.576
C 2.625 3.456 -0.219
C 3.765 4.196 0.027
C 3.784 5.112 1.068
C 2.658 5.289 1.855
C 1.508 4.556 1.613
C -1.278 3.070 1.328
C -2.527 3.574 0.979
C -3.478 3.787 1.963
C -3.195 3.492 3.286
C -1.960 2.962 3.630
C -1.003 2.742 2.656
H -0.931 -1.419 -4.589
H 0.099 -3.540 -5.198
H 2.359 -4.111 -4.361
H 3.530 -2.549 -2.849
H 4.260 0.082 0.853
H 4.416 -1.314 2.884
H 3.215 -3.468 2.999
H 1.851 -4.219 1.073
H 1.648 -2.819 -0.914
H 3.783 1.685 -3.573
H 5.906 1.791 -4.818
H 7.744 0.236 -4.265
H 7.455 -1.428 -2.466
H 5.357 -1.529 -1.197
H -1.857 0.758 -5.885
H -4.070 -0.141 -6.494
H -5.667 -0.778 -4.724
H -5.052 -0.555 -2.369
H -4.506 0.851 3.021
H -4.141 -1.262 4.012
H -4.457 -3.356 2.960
H -5.150 -3.680 0.709
H -4.455 -2.332 -1.098
H -2.648 0.486 1.614
H -6.711 -0.450 2.683
H -7.887 0.564 0.995
H -7.115 1.937 -0.730
H -4.918 2.044 -1.576
H -0.614 3.423 -4.808
H -1.179 5.775 -4.524
H -1.222 6.771 -2.251
H -0.684 5.367 -0.301
H 2.600 2.745 -1.038
H 4.638 4.064 -0.594
H 4.676 5.687 1.263
H 2.671 6.008 2.659
H 0.633 4.706 2.228
H -2.750 3.815 -0.051
H -4.442 4.189 1.696
H -3.935 3.677 4.050
H -1.740 2.724 4.659
H -0.044 2.316 2.917
Br -1.349 -5.690 3.972
C -0.948 -3.964 3.350
C -0.401 -3.001 4.239
Br -0.108 -3.454 6.036
C -0.078 -1.738 3.779
Br 0.643 -0.424 4.916
C -0.283 -1.352 2.438
O 0.052 -0.217 1.999
C -0.886 -2.340 1.520
O -1.095 -2.014 0.329
C -1.170 -3.631 2.032
Br -1.894 -4.866 0.806
```